Entry 1:
{
  "formula": "C3H8N2O",
  "method": "the ωB97M-V functional and the def2-TZVPD basis",
  "symbols": ["C", "N", "C", "C", "N", "O", "H", "H", "H", "H", "H", "H", "H", "H"],
  "xyz": [[2.4840, -0.6678, 0.0298], [1.1351, -0.7034, -0.2633], [0.1872, 0.3516, -0.0447], [-1.2502, -0.0976, -0.0940], [-2.1600, 1.0396, -0.1758], [3.2489, -1.5548, -0.2614], [2.9007, 0.2592, 0.4467], [0.7810, -1.6457, -0.2683], [0.3279, 0.7972, 0.9494], [0.2505, 1.2386, -0.6909], [-1.4997, -0.8351, 0.6863], [-1.3732, -0.6570, -1.0277], [-3.0885, 0.7769, 0.1376], [-1.9436, 1.6984, 0.5762]],
  "homo_lumo_gap_ev": 10.64,
  "smiles": "NCCNC=O",
  "charge": 0,
  "relative_energy_ev": 1.237,
  "e_tot_ev": -8268.0894
}


Entry 2:
{
  "formula": "C3H8N2O",
  "method": "the ωB97M-V functional and the def2-TZVPD basis",
  "symbols": ["C", "C", "C", "N", "N", "O", "H", "H", "H", "H", "H", "H", "H", "H"],
  "xyz": [[-1.6389, 0.8960, -1.2277], [-0.5587, 0.0857, 0.6250], [-0.1779, 1.3456, 1.3242], [-1.7055, 0.2561, -0.1296], [0.0080, -1.0128, 0.6571], [1.1957, -1.2626, -1.6835], [-0.6718, 1.1631, -1.8140], [-2.6088, 0.8844, -1.7036], [-0.5497, 1.3701, 2.3560], [-0.5406, 2.2025, 0.8026], [0.8341, 1.5433, 1.4418], [0.7120, -1.2845, -0.9018], [0.8360, -1.2505, 1.1858], [0.5154, -1.1401, -2.3778]],
  "homo_lumo_gap_ev": 10.41,
  "smiles": "[H]/N=C(\\C)N=C.O",
  "charge": 0,
  "relative_energy_ev": 2.617,
  "e_tot_ev": -8266.7085
}


Entry 3:
{
  "formula": "C3H8N2O",
  "method": "the ωB97M-V functional and the def2-TZVPD basis",
  "symbols": ["C", "C", "C", "N", "O", "N", "H", "H", "H", "H", "H", "H", "H", "H"],
  "xyz": [[1.1692, 0.1682, -1.2243], [-1.7395, -0.1581, 1.1397], [0.1534, -0.5298, -0.3233], [1.0312, 1.5814, -0.9665], [0.5524, -1.4971, 0.5027], [-0.8866, 0.1946, 0.0152], [1.4458, -1.7877, 0.2586], [1.5656, 1.7798, -0.1167], [-0.4114, 1.3404, -0.2815], [2.1570, -0.3032, -1.0343], [0.8721, -0.0386, -2.2618], [-1.8314, -1.2389, 1.2523], [-1.3372, 0.2510, 2.0718], [-2.7408, 0.2379, 0.9681]],
  "homo_lumo_gap_ev": 7.82,
  "charge": 0,
  "relative_energy_ev": 3.803,
  "e_tot_ev": -8265.5232
}


Entry 4:
{
  "formula": "C3H8N2O",
  "method": "the ωB97M-V functional and the def2-TZVPD basis",
  "symbols": ["O", "C", "C", "N", "C", "N", "H", "H", "H", "H", "H", "H", "H", "H"],
  "xyz": [[0.4856, -2.2599, 2.5360], [-0.2347, -1.7597, 1.6826], [0.4383, -1.0550, 0.4858], [-0.5187, -0.0774, -0.1359], [0.2534, 1.0329, -0.6908], [-0.3523, 2.0250, -1.7202], [-1.3430, -1.7202, 1.8115], [1.2601, -0.4956, 1.0193], [0.7747, -1.8449, -0.1749], [-1.0633, 0.3663, 0.5597], [1.1827, 0.5878, -1.0173], [0.3854, 1.5436, 0.2449], [0.0748, 1.8399, -2.6332], [-1.3429, 1.8172, -1.9674]],
  "homo_lumo_gap_ev": 10.29,
  "smiles": "NCNCC=O",
  "charge": 0,
  "relative_energy_ev": 2.729,
  "e_tot_ev": -8266.5966
}


Entry 5:
{
  "formula": "C3H8N2O",
  "method": "the ωB97M-V functional and the def2-TZVPD basis",
  "symbols": ["C", "N", "C", "C", "N", "O", "H", "H", "H", "H", "H", "H", "H", "H"],
  "xyz": [[1.0303, -0.1679, -2.0194], [-0.0420, 0.6243, -1.4014], [0.0332, 0.9607, -0.0027], [-0.2303, -0.2306, 0.8823], [-1.0717, -0.0286, 1.9312], [0.2640, -1.3381, 0.7299], [0.6339, -1.1749, -2.1296], [1.8613, -0.3223, -1.3311], [1.3052, 0.3405, -2.9354], [-0.3794, 1.3828, -1.9693], [-0.6923, 1.7361, 0.2351], [1.0708, 1.2917, 0.1938], [-1.4863, 0.8805, 2.0222], [-1.1990, -0.7898, 2.5725]],
  "homo_lumo_gap_ev": 9.35,
  "smiles": "CNCC(N)=O",
  "charge": 0,
  "relative_energy_ev": 1.043,
  "e_tot_ev": -8268.2828
}


Entry 6:
{
  "formula": "C3H8N2O",
  "method": "the ωB97M-V functional and the def2-TZVPD basis",
  "symbols": ["O", "C", "C", "H", "H", "H", "H", "N", "C", "N", "H", "H", "H", "H"],
  "xyz": [[1.9282, 1.3626, 0.0768], [1.1565, 1.2163, 1.0379], [0.7875, -0.1193, 1.6457], [0.7127, 2.1077, 1.5576], [1.3239, -0.9335, 1.1110], [-0.2774, -0.3263, 1.5439], [1.0904, -0.1296, 2.6881], [-0.0399, 0.0266, -1.2162], [-1.3069, -0.4643, -1.4779], [-1.7303, -1.6531, -1.1343], [0.2357, 0.9628, -1.5006], [0.7503, -0.5782, -0.8907], [-1.9881, 0.2469, -1.9626], [-2.6426, -1.7185, -1.4786]],
  "homo_lumo_gap_ev": 10.05,
  "smiles": "[H]/N=C/N.CC=O",
  "charge": 0,
  "relative_energy_ev": 1.788,
  "e_tot_ev": -8267.5382
}


Entry 7:
{
  "formula": "C3H8N2O",
  "method": "the ωB97M-V functional and the def2-TZVPD basis",
  "symbols": ["C", "N", "C", "C", "N", "O", "H", "H", "H", "H", "H", "H", "H", "H"],
  "xyz": [[-0.3543, 1.8618, 0.6347], [-0.7553, 0.5458, 0.0973], [0.3049, -0.0585, -0.8268], [0.9160, -1.2291, -0.0703], [-0.0559, -2.1097, 0.3475], [2.0973, -1.5106, 0.0134], [0.1597, 2.4792, -0.1201], [0.3182, 1.7344, 1.4877], [-1.2236, 2.3445, 1.0984], [-1.5762, 0.6055, -0.4945], [1.1298, 0.6290, -1.0075], [-0.1623, -0.4474, -1.7374], [-0.9672, -1.7625, 0.1196], [0.1689, -3.0824, 0.4577]],
  "homo_lumo_gap_ev": 9.97,
  "smiles": "CNCC(N)=O",
  "charge": 0,
  "relative_energy_ev": 1.126,
  "e_tot_ev": -8268.2003
}


Entry 8:
{
  "formula": "C3H8N2O",
  "method": "the ωB97M-V functional and the def2-TZVPD basis",
  "symbols": ["C", "N", "C", "O", "N", "C", "H", "H", "H", "H", "H", "H", "H", "H"],
  "xyz": [[-2.4294, 0.8324, 0.5021], [-1.4571, -0.3830, 0.2317], [-0.1693, -0.1745, -0.4710], [-0.1774, 0.1187, -1.6436], [0.9376, -0.3778, 0.2855], [2.2529, -0.1567, -0.2988], [-1.8335, 1.4609, 1.1881], [-2.0022, -1.0003, -0.3703], [-2.3995, 1.3420, -0.4747], [-1.3460, -0.8599, 1.1268], [0.8665, -0.4692, 1.2908], [2.5229, 0.9076, -0.3014], [2.9977, -0.7257, 0.2682], [2.2369, -0.5143, -1.3335]],
  "homo_lumo_gap_ev": 7.25,
  "charge": 0,
  "relative_energy_ev": 3.633,
  "e_tot_ev": -8265.6928
}


Entry 9:
{
  "formula": "C3H8N2O",
  "method": "the ωB97M-V functional and the def2-TZVPD basis",
  "symbols": ["O", "C", "C", "H", "H", "H", "H", "N", "C", "N", "H", "H", "H", "H"],
  "xyz": [[1.2514, -1.3364, 3.0681], [0.5032, -0.7726, 2.3180], [0.7095, 0.6259, 1.7726], [-0.3429, -1.3365, 1.8912], [0.0034, 0.6613, 0.9407], [0.5420, 1.4546, 2.4445], [1.7289, 0.6597, 1.4024], [-1.2765, -0.2877, -3.0022], [-0.4330, 0.3259, -2.1439], [-0.6618, 1.5001, -1.7170], [-1.2906, -1.2675, -3.2046], [-1.9911, 0.3061, -3.4123], [0.3939, -0.2951, -1.7777], [0.1832, 1.9298, -1.3601]],
  "homo_lumo_gap_ev": 10.17,
  "smiles": "[H]/N=C/N.CC=O",
  "charge": 0,
  "relative_energy_ev": 1.817,
  "e_tot_ev": -8267.5089
}


Entry 10:
{
  "formula": "C3H8N2O",
  "method": "the ωB97M-V functional and the def2-TZVPD basis",
  "symbols": ["N", "C", "C", "N", "C", "O", "H", "H", "H", "H", "H", "H", "H", "H"],
  "xyz": [[2.4012, 0.9686, 0.0644], [1.0688, 1.0706, -0.4749], [0.2829, -0.2849, -0.3580], [-1.1130, -0.0007, -0.1702], [-2.0608, -1.2142, 0.1056], [0.7904, -1.3781, -0.4374], [2.4472, 1.4273, 0.9821], [2.6925, -0.0090, 0.4617], [0.9900, 1.6250, -1.3595], [0.5962, 1.6162, 0.3376], [-1.4131, 0.6695, 0.4985], [-1.6966, -2.1736, -0.5577], [-2.8749, -0.8027, -0.3203], [-2.1106, -1.5139, 1.2280]],
  "homo_lumo_gap_ev": 10.14,
  "smiles": "CNC(=O)CN",
  "charge": 0,
  "relative_energy_ev": 2.395,
  "e_tot_ev": -8266.9306
}


Entry 11:
{
  "formula": "C3H8N2O",
  "method": "the ωB97M-V functional and the def2-TZVPD basis",
  "symbols": ["C", "C", "C", "N", "N", "O", "H", "H", "H", "H", "H", "H", "H", "H"],
  "xyz": [[0.4553, 0.0532, 1.5266], [-0.9056, -1.8417, -1.5438], [0.1742, 0.9596, 0.3864], [-0.6251, -1.8998, -0.3161], [-1.1933, 0.6286, 0.1936], [-1.6846, 0.8480, -1.0944], [-0.1813, -0.9042, 1.4022], [1.5345, -0.3110, 1.7456], [0.0221, 0.6364, 2.3528], [-1.2659, -0.8119, -1.9987], [-2.5751, 0.5244, -0.9639], [-0.8600, -2.5328, -2.3558], [0.2001, 2.0176, 0.7187], [0.9210, 0.8548, -0.3949]],
  "homo_lumo_gap_ev": [10.03, 8.61],
  "charge": 0,
  "relative_energy_ev": 6.928,
  "e_tot_ev": -8262.3985
}


Entry 12:
{
  "formula": "C3H8N2O",
  "method": "the ωB97M-V functional and the def2-TZVPD basis",
  "symbols": ["O", "C", "C", "H", "H", "H", "H", "N", "C", "N", "H", "H", "H", "H"],
  "xyz": [[2.0793, -1.6670, 0.5403], [2.9716, -1.5517, 1.3518], [3.1323, -2.5460, 2.4665], [3.8254, -0.8683, 1.0921], [3.2425, -3.5193, 2.0090], [3.8511, -2.1580, 3.1916], [2.1275, -2.5920, 2.8967], [-2.4942, 2.4224, -1.0313], [-3.2567, 2.3389, -2.1859], [-4.2090, 1.5199, -2.3751], [-1.4985, 2.4184, -1.2824], [-2.5240, 1.6283, -0.3944], [-2.8571, 3.0578, -2.8957], [-4.3902, 1.5166, -3.3832]],
  "homo_lumo_gap_ev": 10.36,
  "smiles": "[H]/N=C/N.CC=O",
  "charge": 0,
  "relative_energy_ev": 2.138,
  "e_tot_ev": -8267.1885
}


Entry 13:
{
  "formula": "C3H8N2O",
  "method": "the ωB97M-V functional and the def2-TZVPD basis",
  "symbols": ["O", "C", "N", "C", "N", "C", "H", "H", "H", "H", "H", "H", "H", "H"],
  "xyz": [[0.7161, -2.0204, -0.3834], [0.8720, -0.8068, -0.1955], [-0.0720, 0.2346, -0.0333], [-1.4185, -0.0535, -0.3283], [-2.4548, 0.6156, 0.5916], [2.2634, -0.1972, -0.0627], [0.0988, 0.7201, 0.7786], [-1.7242, -1.1402, -0.5383], [-1.5587, 0.4366, -1.3366], [-2.5050, 1.5857, 0.2311], [-1.9946, 0.7935, 1.5663], [2.3959, 0.4730, 0.9046], [2.3553, 0.3787, -0.9618], [3.0263, -1.0197, -0.2322]],
  "homo_lumo_gap_ev": 10.36,
  "smiles": "CC(=O)NCN",
  "charge": 0,
  "relative_energy_ev": 1.867,
  "e_tot_ev": -8267.4585
}


Entry 14:
{
  "formula": "C3H8N2O",
  "method": "the ωB97M-V functional and the def2-TZVPD basis",
  "symbols": ["C", "C", "C", "H", "H", "H", "H", "H", "H", "H", "H", "N", "N", "O"],
  "xyz": [[-1.6148, -0.8588, 0.1143], [-0.4924, 1.4598, 0.0030], [0.7844, -0.4884, -0.0998], [-1.2665, -1.9142, -0.1353], [-1.8803, -0.8929, 1.1778], [-2.4931, -0.6380, -0.3998], [0.4070, 1.7604, -0.5100], [-1.3588, 1.9246, -0.4867], [-0.4340, 1.8681, 1.0182], [0.9327, -1.5637, -0.1535], [3.1582, -0.8743, -0.5604], [-0.4960, 0.0224, -0.1812], [1.7564, 0.3683, 0.0878], [2.9973, -0.1731, 0.1255]],
  "homo_lumo_gap_ev": 9.03,
  "smiles": "CN(C)/C=N/O",
  "charge": 0,
  "relative_energy_ev": 3.602,
  "e_tot_ev": -8265.7236
}


Entry 15:
{
  "formula": "C3H8N2O",
  "method": "the ωB97M-V functional and the def2-TZVPD basis",
  "symbols": ["C", "C", "N", "C", "O", "N", "H", "H", "H", "H", "H", "H", "H", "H"],
  "xyz": [[0.7837, 0.1300, 0.3392], [-0.3120, -0.9670, -0.2598], [0.5637, 1.4459, -0.1846], [-1.6693, -0.4824, 0.0121], [2.1105, -0.2830, 0.0278], [-2.1916, 0.6123, 0.2468], [2.2636, -1.1720, 0.3628], [0.6567, 0.1724, 1.4331], [1.2044, 2.1129, 0.2340], [0.7238, 1.4473, -1.1871], [-1.5146, 1.3791, 0.3251], [-0.1339, -1.0412, -1.3335], [-0.1208, -1.9198, 0.2329], [-2.3644, -1.4346, -0.2488]],
  "homo_lumo_gap_ev": 9.87,
  "smiles": "[H]/N=C\\C[C@H](N)O",
  "charge": 0,
  "relative_energy_ev": 1.993,
  "e_tot_ev": -8267.3326
}


Entry 16:
{
  "formula": "C3H8N2O",
  "method": "the ωB97M-V functional and the def2-TZVPD basis",
  "symbols": ["C", "C", "N", "H", "H", "H", "H", "H", "C", "N", "O", "H", "H", "H"],
  "xyz": [[-1.2713, 3.1726, 0.9473], [-0.6687, 2.5266, -0.1735], [-0.3160, 1.1341, -0.2017], [-1.5367, 2.5069, 1.7506], [-1.5452, 4.2057, 0.9320], [-0.3632, 3.1531, -0.9524], [-0.7833, 0.5767, -0.9953], [-0.7581, 0.7013, 0.6025], [1.4156, -2.6228, -0.8869], [1.0350, -3.5423, 0.1638], [2.4380, -2.0125, -0.7163], [0.7150, -2.6723, -1.7169], [0.0447, -3.6055, 0.2531], [1.5941, -3.5216, 0.9936]],
  "homo_lumo_gap_ev": [7.50, 3.94],
  "charge": 1,
  "relative_energy_ev": 1.525,
  "e_tot_ev": -8258.3963,
  "multiplicity": 2,
  "s_squared": 0.7650
}


Entry 17:
{
  "formula": "C3H8N2O2",
  "method": "the ωB97M-V functional and the def2-TZVPD basis",
  "symbols": ["C", "C", "N", "N", "C", "O", "O", "H", "H", "H", "H", "H", "H", "H", "H"],
  "xyz": [[-0.5732, -0.4742, 0.2302], [1.0759, -0.9854, -1.4768], [-1.2575, 0.6994, 0.5807], [0.6152, 0.0281, -0.5332], [-0.3630, 1.8423, 0.8203], [-0.1230, -1.0944, 1.3917], [-0.7959, 2.9817, 0.7915], [-0.7688, -0.8504, 2.0735], [-2.1377, 0.9215, 0.1397], [1.3870, 0.2158, 0.1011], [-1.2228, -1.1360, -0.3508], [0.5486, 1.6063, 1.3923], [1.4413, -1.8638, -0.9350], [1.9034, -0.5969, -2.0760], [0.2707, -1.2939, -2.1492]],
  "homo_lumo_gap_ev": 10.24,
  "smiles": "CN[C@@H](O)NC=O",
  "charge": 0,
  "relative_energy_ev": 1.934,
  "e_tot_ev": -10315.0179
}


Entry 18:
{
  "formula": "C3H8N2O2",
  "method": "the ωB97M-V functional and the def2-TZVPD basis",
  "symbols": ["C", "C", "C", "N", "N", "O", "O", "H", "H", "H", "H", "H", "H", "H", "H"],
  "xyz": [[0.2874, 0.8735, 0.8707], [-0.8062, -0.1102, 0.3789], [0.2937, -0.9291, -0.3477], [1.4839, -0.0026, 0.4734], [-1.9359, 0.4201, -0.3494], [2.2164, 0.6221, -0.5365], [0.3407, -2.2390, -0.2098], [0.1565, 1.8251, 0.3517], [0.2812, 1.0231, 1.9081], [-1.3071, -0.6350, 1.2726], [0.3096, -0.4699, -1.4314], [1.7202, 0.9605, -1.2990], [-2.0671, -0.1448, -1.1570], [-1.7957, 1.4124, -0.4789], [0.8224, -2.6060, 0.5542]],
  "homo_lumo_gap_ev": 9.87,
  "smiles": "N[C@@H]1CN(O)[C@H]1O",
  "charge": 0,
  "relative_energy_ev": 5.005,
  "e_tot_ev": -10311.9468
}